DFT (wB97M-V/def2-TZVPD) results for a single C4H5NO molecule.

Structure (ORCA input):
```
! wB97M-V def2-TZVPD RIJCOSX def2/J DEFGRID3
* xyz 0 1
O 2.16668 0.58154 -0.06142
C 0.86673 0.22948 0.16711
C 0.32939 -0.97974 0.51035
C -1.07218 -0.87918 0.27535
C -1.33717 0.39794 -0.14556
N -0.14363 1.07664 -0.20405
H 2.35857 0.16616 -0.91455
H 0.89495 -1.83839 0.84501
H -1.78083 -1.69213 0.33498
H -2.25896 0.87284 -0.44856
H -0.02358 2.06485 -0.35866
*
```

F_max: 0.5 eV/A
ΔE to the lowest compared entry with this formula, charge and spin: 11.9 kcal per mole
E_HOMO: -8.13 eV

Here are the Löwdin charges for atoms 1 to 6, given in e:
1. O 0.047
2. C -0.403
3. C -0.044
4. C -0.107
5. C -0.138
6. N 0.074


DFT (wB97M-V/def2-TZVPD) results for a 2-piece molecular cluster, C4H5NO overall.

Structure (ORCA input):
```
! wB97M-V def2-TZVPD RIJCOSX def2/J DEFGRID3
* xyz 0 1
C 0.92112 0.92261 0.24578
C -2.33215 -1.04577 0.38037
C -1.90780 -0.38915 -0.52925
C 1.39562 0.03912 -0.57618
N 0.10406 1.62305 0.92547
O 2.32162 -1.07345 -0.37765
H -2.71518 -1.81759 1.06162
H 0.54750 2.52416 1.00132
H -1.69999 0.49562 -0.97755
H 1.15358 0.02659 -1.71205
H 2.21162 -1.30519 0.55811
*
```

F_max: 4.3 eV/A
ΔE to the lowest compared entry with this formula, charge and spin: 115.5 kcal per mole
E_HOMO: -9.01 eV

Here are the Löwdin charges for atoms 1 to 6, given in e:
1. C -0.189
2. C 0.009
3. C -0.032
4. C -0.177
5. N 0.136
6. O -0.055


DFT (wB97M-V/def2-TZVPD) results for C4H5NO as an isolated structure.

Structure (ORCA input):
```
! wB97M-V def2-TZVPD RIJCOSX def2/J DEFGRID3
* xyz 0 1
C -2.15568 0.05214 -0.01673
C -0.65333 0.11591 0.11012
C 0.35394 1.18631 -0.03653
C 1.56404 0.52522 -0.02144
H -2.45020 -1.00773 -1.06031
H -2.35530 1.22362 -0.56833
H -2.92028 -0.11307 1.13988
H 0.13581 2.24953 0.12851
H 2.54007 0.88146 -0.06147
N -0.06090 -1.09638 0.02607
O 1.35281 -0.85458 0.00334
*
```

F_max: 5.1 eV/A
ΔE to the lowest compared entry with this formula, charge and spin: 117.9 kcal per mole
E_HOMO: -9.86 eV

Here are the Löwdin charges for atoms 1 to 6, given in e:
1. C -0.132
2. C -0.437
3. C -0.026
4. C -0.080
5. H 0.193
6. H 0.116


DFT (wB97M-V/def2-TZVPD) results for a single C4H5NO2 molecule.

Structure (ORCA input):
```
! wB97M-V def2-TZVPD RIJCOSX def2/J DEFGRID3
* xyz 0 1
O 2.97744 -0.23962 -0.23124
C 1.87788 -0.00954 -0.66640
C 0.66559 0.05701 0.20587
C -0.38743 1.05780 -0.06512
N -0.56648 -0.41927 -0.36429
C -1.58423 -0.95012 0.43313
O -2.68805 -1.14348 0.00493
H 1.68724 0.19686 -1.73969
H 0.83640 -0.20952 1.24778
H -0.68407 1.20265 -1.08921
H -0.86582 1.49001 0.82311
H -1.28484 -1.12566 1.48143
*
```

F_max: 2.6 eV/A
ΔE to the lowest compared entry with this formula, charge and spin: 70.2 kcal per mole
E_HOMO: -10.37 eV

Here are the Löwdin charges for atoms 1 to 6, given in e:
1. O 0.072
2. C -0.204
3. C -0.253
4. C -0.012
5. N -0.039
6. C -0.325


DFT (wB97M-V/def2-TZVPD) results for a 2-piece molecular cluster, C4H5NO2 overall.

Structure (ORCA input):
```
! wB97M-V def2-TZVPD RIJCOSX def2/J DEFGRID3
* xyz 0 1
O -2.46177 0.87442 -0.09072
C -1.58054 0.08197 0.09179
C -0.33052 0.03717 -0.78189
C 0.75379 0.98255 -0.32224
N 1.82512 0.15138 -0.05748
C 1.45524 -1.08276 -0.29945
O 0.23916 -1.30693 -0.72712
H -1.59460 -0.66111 0.91300
H -0.59523 0.24978 -1.82302
H 0.17848 1.50883 1.82290
H -0.10198 1.19450 2.43383
H 2.08826 -1.95937 -0.17960
*
```

F_max: 0.6 eV/A
ΔE to the lowest compared entry with this formula, charge and spin: 116.4 kcal per mole
E_HOMO: -9.04 eV

Here are the Löwdin charges for atoms 1 to 6, given in e:
1. O 0.086
2. C -0.234
3. C -0.286
4. C -0.005
5. N 0.047
6. C -0.167


DFT (wB97M-V/def2-TZVPD) results for a single C4H5NO2 molecule.

Structure (ORCA input):
```
! wB97M-V def2-TZVPD RIJCOSX def2/J DEFGRID3
* xyz 0 1
C 0.36887 0.45536 1.51631
C -0.25346 -0.09270 0.49645
C 0.23062 -1.00508 -0.58674
C -0.00189 0.21669 -1.59735
H 1.03060 -0.33614 2.13477
H -1.02648 -0.85614 0.98256
H -0.60457 -1.80691 -0.77275
H 1.37662 -1.32184 -0.32936
H -0.98417 1.74285 -0.52891
N -0.57816 0.87930 -0.48393
O 0.29581 1.66803 1.98957
O 0.14621 0.45657 -2.82062
*
```

F_max: 12.8 eV/A
ΔE to the lowest compared entry with this formula, charge and spin: 84.1 kcal per mole
E_HOMO: -10.29 eV

Here are the Löwdin charges for atoms 1 to 6, given in e:
1. C -0.229
2. C -0.432
3. C -0.020
4. C -0.338
5. H 0.169
6. H 0.209


DFT (wB97M-V/def2-TZVPD) results for a single C4H5NO2 molecule.

Structure (ORCA input):
```
! wB97M-V def2-TZVPD RIJCOSX def2/J DEFGRID3
* xyz 0 1
C -2.00913 -0.10003 -0.57525
C 1.86064 -0.16984 0.66330
C 1.19545 0.18451 -0.63700
O -2.73940 -0.67767 0.43719
C -0.98473 0.72021 -0.42313
O 1.64339 0.04988 -1.73561
N 0.09956 1.25074 -0.41617
H -2.70700 -0.20776 1.27822
H -2.45257 -0.24044 -1.55141
H 1.51735 0.43362 1.50011
H 1.64115 -1.20981 0.90739
H 2.93529 -0.03342 0.55236
*
```

F_max: 3.2 eV/A
ΔE to the lowest compared entry with this formula, charge and spin: 61.3 kcal per mole
E_HOMO: -8.46 eV

Here are the Löwdin charges for atoms 1 to 6, given in e:
1. C -0.177
2. C -0.005
3. C -0.434
4. O -0.022
5. C -0.118
6. O 0.124


DFT (wB97M-V/def2-TZVPD) results for a single C4H5NO2 molecule.

Structure (ORCA input):
```
! wB97M-V def2-TZVPD RIJCOSX def2/J DEFGRID3
* xyz 0 1
O -1.32728 -1.40294 0.86306
C -1.19461 -0.21289 1.01009
C 0.13243 0.50346 1.20137
O 0.15995 1.31969 2.09456
N 1.14821 0.32665 0.29273
C 0.05958 0.36611 -1.10979
C 1.07758 -0.61552 -0.78948
H -2.03550 0.50108 1.11044
H 0.25559 1.36210 -1.45568
H -0.97897 0.02141 -1.26346
H 0.73248 -1.61921 -0.56753
H 1.97055 -0.54994 -1.38631
*
```

F_max: 2.0 eV/A
ΔE to the lowest compared entry with this formula, charge and spin: 86.6 kcal per mole
E_HOMO: -9.57 eV

Here are the Löwdin charges for atoms 1 to 6, given in e:
1. O 0.067
2. C -0.214
3. C -0.509
4. O 0.097
5. N 0.120
6. C 0.037


no.,LUMO level (eV),orbital gap (hartree)
1,0.798,0.3283
2,0.288,0.3418
3,0.657,0.3866
4,0.626,0.4039
5,-0.864,0.3006
6,-0.123,0.3738
7,0.380,0.3250
8,0.000,0.3516